Entry 1:
Density functional theory data (the ωB97M-V functional and the def2-TZVPD basis) for a single C3H4N2O molecule at a distorted geometry.

Last column: Löwdin charge in e.
Cartesian coordinates (Å):
C  -1.740  -0.053  0.134  -0.281
C  -0.486  -0.835  0.085  -0.161
C  1.849  -0.024  0.300  -0.180
N  -1.923  1.210  0.186  0.058
N  0.793  -0.522  0.010  0.072
O  2.912  0.560  -0.100  0.147
H  -2.547  -0.799  0.307  0.096
H  -0.630  -1.984  0.114  0.117
H  -1.115  1.813  -0.009  0.035
H  2.887  0.633  -1.026  0.097

* maximum force: 0.0615 Eh/bohr
* DFT total energy: -301.32543 a.u.
* E_LUMO (alpha / beta): -0.4 / -0.4 eV
* ΔE to the lowest compared entry with this formula, charge and spin: 4.403 eV
* total charge: 0

Entry 2:
Density functional theory data (the ωB97M-V functional and the def2-TZVPD basis) for a single C3H4N2O molecule at a distorted geometry.

Last column: Löwdin charge in e.
Cartesian coordinates (Å):
C  -2.225  0.356  -0.031  -0.138
C  -1.150  -0.540  -0.078  -0.360
C  1.559  -0.074  0.116  -0.156
N  -3.109  1.103  -0.112  0.209
N  0.221  0.397  0.203  -0.021
O  -1.094  -1.716  -0.095  0.149
H  1.617  -1.179  0.400  0.113
H  2.019  -0.114  -0.849  0.061
H  2.288  0.494  0.625  0.060
H  -0.125  1.274  -0.178  0.084

* maximum force: 0.1400 Eh/bohr
* DFT total energy: -301.39384 a.u.
* E_LUMO: -0.5 eV
* SMILES string: CNC(=O)C#N
* ΔE to the lowest compared entry with this formula, charge and spin: 2.541 eV
* total charge: 0

Entry 3:
Density functional theory data (the ωB97M-V functional and the def2-TZVPD basis) for a molecular structure, C3H4N2O.

Last column: Löwdin charge in e.
Cartesian coordinates (Å):
O  2.299  -0.088  -0.188  -0.053
C  1.075  -0.283  0.177  -0.551
N  0.395  -1.406  0.385  0.110
N  -0.904  -0.997  0.228  -0.008
C  -1.084  0.269  -0.101  -0.063
C  0.199  0.871  -0.108  -0.078
H  1.361  0.773  -0.820  0.234
H  -1.626  -1.695  0.334  0.160
H  -2.077  0.689  -0.200  0.125
H  0.363  1.867  0.293  0.125

* maximum force: 0.0077 Eh/bohr
* DFT total energy: -301.32587 a.u.
* E_LUMO: 0.3 eV
* ΔE to the lowest compared entry with this formula, charge and spin: 4.391 eV
* total charge: 0

Entry 4:
Density functional theory data (the ωB97M-V functional and the def2-TZVPD basis) for a single C3H4N2O molecule.

Last column: Löwdin charge in e.
Cartesian coordinates (Å):
O  1.799  0.343  0.874  0.068
C  0.617  -0.009  0.308  -0.380
C  -0.150  -1.138  0.303  -0.110
N  -1.280  -0.931  -0.459  0.041
C  -1.184  0.290  -0.910  -0.217
N  -0.044  0.904  -0.469  0.114
H  1.821  -0.009  1.769  0.112
H  0.046  -2.083  0.790  0.102
H  -1.897  0.791  -1.551  0.113
H  0.272  1.842  -0.654  0.157

* maximum force: 0.0066 Eh/bohr
* DFT total energy: -301.46190 a.u.
* E_LUMO: 0.7 eV
* SMILES string: Oc1cnc[nH]1
* ΔE to the lowest compared entry with this formula, charge and spin: 0.689 eV
* total charge: 0

Entry 5:
Density functional theory data (the ωB97M-V functional and the def2-TZVPD basis) for a single C3H4N2O2 molecule at a distorted geometry.

Last column: Löwdin charge in e.
Cartesian coordinates (Å):
N  -1.991  -0.587  -0.289  0.126
C  -1.043  0.242  0.198  -0.333
C  -0.523  1.235  0.751  0.237
O  2.162  1.072  -0.753  0.046
C  1.919  -0.063  -0.404  -0.720
O  2.436  -1.176  -0.304  0.033
N  0.529  -0.476  0.216  0.174
H  -1.562  -1.343  -0.810  0.114
H  -2.820  -0.203  -0.733  0.117
H  0.082  2.095  0.975  0.093
H  0.812  -0.796  1.153  0.114

* maximum force: 0.0534 Eh/bohr
* DFT total energy: -376.54250 a.u.
* E_LUMO (alpha / beta): -0.8 / -0.8 eV
* ΔE to the lowest compared entry with this formula, charge and spin: 6.022 eV
* total charge: 0

Entry 6:
Density functional theory data (the ωB97M-V functional and the def2-TZVPD basis) for a single C3H4N2O2 molecule at a distorted geometry.

Last column: Löwdin charge in e.
Cartesian coordinates (Å):
C  -1.748  -0.534  -0.713  -0.309
C  1.623  -0.708  0.523  -0.051
C  1.869  0.892  0.526  -0.172
H  -1.918  -1.619  -1.302  0.169
H  -0.543  0.713  -0.216  0.186
H  2.368  -1.447  0.899  0.103
H  2.836  1.108  0.977  0.106
N  -0.495  -0.404  -0.409  -0.050
N  0.639  -1.285  -0.186  0.090
O  -2.733  0.233  -0.148  -0.116
O  0.957  1.664  0.372  0.044

* maximum force: 0.1517 Eh/bohr
* DFT total energy: -376.54122 a.u.
* E_LUMO: -1.4 eV
* SMILES string: O=C/C=N\NC=O
* ΔE to the lowest compared entry with this formula, charge and spin: 6.057 eV
* total charge: 0

Among the records above, which one has the highest ΔE to the lowest compared entry with this formula, charge and spin?
number 6